[1]
The following is a DFT calculation (ωB97M-V with the def2-TZVPD basis set) of a structure of composition C5H10O.

```
16
Properties=species:S:1:pos:R:3:nbo_charge:R:1
C -1.753 0.316 1.320 -0.6271
C -0.292 0.663 0.909 -0.3282
C 0.877 0.264 -0.780 -0.1072
C 1.962 -0.761 -1.047 -0.6653
C -0.440 -0.276 -0.852 0.2738
O -0.689 -1.470 -0.664 -0.6873
H -1.962 -0.756 1.284 0.2455
H -1.902 0.656 2.358 0.2203
H -2.518 0.822 0.716 0.2090
H -0.193 1.742 0.821 0.2005
H 0.392 0.223 1.625 0.2154
H 1.096 1.298 -1.048 0.2136
H 2.045 -1.485 -0.239 0.2445
H 1.605 -1.355 -1.907 0.2445
H 2.947 -0.353 -1.304 0.2170
H -1.176 0.471 -1.193 0.1310
```

=====

[2]
The following is a DFT calculation (ωB97M-V with the def2-TZVPD basis set) of the molecule C5H10O.

```
16
Properties=species:S:1:pos:R:3:nbo_charge:R:1
C 2.220 -0.278 -0.032 -0.5958
C 1.338 0.587 -0.938 -0.5705
C 0.042 -0.179 -1.097 0.3042
C -1.620 -0.745 0.940 -0.6426
C -1.940 0.441 0.045 -0.0575
O -0.880 0.738 -0.871 -0.5308
H 2.364 -1.268 -0.468 0.2181
H 1.758 -0.420 0.952 0.1982
H 3.189 0.196 0.130 0.2130
H 1.830 0.785 -1.890 0.2310
H 1.113 1.545 -0.449 0.1969
H -0.541 -0.803 1.124 0.2205
H -2.116 -0.620 1.904 0.2138
H -1.909 -1.694 0.492 0.2257
H -1.950 1.365 0.627 0.1862
H -2.898 0.349 -0.470 0.1899
```

=====

[3]
16
Properties=species:S:1:pos:R:3:nbo_charge:R:1 method="wB97M-V/def2-TZVPD" smiles=CC[C@H]1C[C@H]1O
C -2.005 -0.161 0.312 -0.5984
C -0.819 0.692 -0.121 -0.4088
C 0.486 0.347 0.568 -0.2524
C 1.043 -1.051 0.467 -0.4411
C 1.669 0.050 -0.319 0.0818
O 1.470 0.011 -1.705 -0.7027
H -2.243 -0.012 1.370 0.2009
H -1.788 -1.223 0.160 0.2025
H -2.891 0.078 -0.283 0.2069
H -0.672 0.570 -1.201 0.2118
H -1.034 1.753 0.051 0.2024
H 0.686 0.864 1.506 0.2137
H 1.597 -1.450 1.312 0.2187
H 0.462 -1.789 -0.080 0.2230
H 2.653 0.401 -0.014 0.1734
H 1.387 0.920 -2.021 0.4685

=====

[4]
16
Properties=species:S:1:pos:R:3:nbo_charge:R:1 method="wB97M-V/def2-TZVPD" smiles=CC[C@H]1C[C@H]1O
C 1.655 -0.841 -0.765 -0.6175
C 0.222 -0.345 -1.045 -0.4072
C -0.211 0.793 -0.142 -0.2458
C -1.664 0.928 0.244 -0.4354
C -0.662 0.503 1.264 0.0740
O -0.738 -0.825 1.696 -0.7035
H 2.211 -0.129 -0.141 0.2035
H 2.225 -0.974 -1.692 0.2130
H 1.651 -1.808 -0.246 0.2047
H 0.134 -0.011 -2.086 0.2065
H -0.485 -1.174 -0.932 0.2147
H 0.350 1.718 -0.278 0.2110
H -2.114 1.913 0.328 0.2173
H -2.332 0.150 -0.115 0.2235
H -0.406 1.222 2.045 0.1725
H 0.166 -1.120 1.866 0.4688

=====

[5]
16
Properties=species:S:1:pos:R:3:nbo_charge:R:1 method="wB97M-V/def2-TZVPD" smiles=C[C@H]1CC[C@H]1O
C 1.538 -0.807 -0.218 -0.6150
C 0.490 -0.148 0.676 -0.2268
C 0.200 1.345 0.437 -0.3999
C -0.953 0.953 -0.512 -0.4361
C -0.958 -0.427 0.189 0.1064
O -1.100 -1.579 -0.608 -0.7192
H 1.741 -1.815 0.158 0.2167
H 1.193 -0.924 -1.249 0.2181
H 2.480 -0.248 -0.217 0.2050
H 0.743 -0.353 1.721 0.1979
H -0.212 1.797 1.347 0.2007
H 1.046 1.952 0.105 0.2064
H -1.873 1.547 -0.484 0.2021
H -0.634 0.839 -1.553 0.2110
H -1.665 -0.443 1.031 0.1610
H -2.034 -1.690 -0.824 0.4716

=====

[6]
16
Properties=species:S:1:pos:R:3:nbo_charge:R:1 method="wB97M-V/def2-TZVPD" smiles="C/C=C/OCC"
C 2.542 0.404 -1.689 -0.6251
C 1.124 0.624 -1.275 -0.2690
C 0.680 0.159 -0.118 0.1242
O -0.628 0.155 0.239 -0.5189
C -0.898 -0.761 1.286 -0.0603
C -2.394 -0.948 1.343 -0.6218
H 3.059 -0.274 -0.999 0.2063
H 2.567 -0.075 -2.676 0.2129
H 3.072 1.359 -1.722 0.2086
H 0.452 1.141 -1.956 0.2072
H 1.371 -0.256 0.619 0.1596
H -0.498 -0.354 2.225 0.1663
H -0.390 -1.719 1.094 0.1684
H -2.674 -1.550 2.212 0.2116
H -2.748 -1.444 0.434 0.2133
H -2.879 0.030 1.412 0.2168

=====

[7]
The following is a DFT calculation (ωB97M-V with the def2-TZVPD basis set) of a structure of composition C5H10O.

```
16
Properties=species:S:1:pos:R:3:nbo_charge:R:1
C -1.190 -1.143 -0.013 -0.6202
C -0.482 0.186 -0.183 0.2446
C -1.415 1.379 -0.205 -0.6202
C 0.827 0.361 0.563 -0.3668
C 1.424 0.316 -0.629 0.1447
O 0.319 0.157 -1.432 -0.5094
H -1.950 -1.275 -0.791 0.2161
H -1.685 -1.186 0.963 0.2135
H -0.471 -1.964 -0.078 0.2243
H -2.179 1.254 -0.980 0.2159
H -0.852 2.296 -0.403 0.2246
H -1.918 1.481 0.763 0.2135
H 2.774 -1.427 1.289 0.0009
H 1.116 0.480 1.597 0.2275
H 2.419 0.365 -1.059 0.1977
H 3.439 -1.639 1.543 -0.0067
```

=====

[8]
16
Properties=species:S:1:pos:R:3:nbo_charge:R:1 method="wB97M-V/def2-TZVPD" smiles=OCC1CCC1
O 2.723 0.065 0.115 -0.7210
C 1.494 -0.510 0.525 -0.0550
C 0.318 -0.156 -0.366 -0.2381
C -0.976 -0.947 -0.084 -0.3988
C -1.786 0.328 -0.396 -0.3957
C -0.494 1.151 -0.181 -0.4009
H 2.902 0.832 0.665 0.4684
H 1.626 -1.599 0.488 0.1725
H 1.257 -0.252 1.569 0.1566
H 0.626 -0.264 -1.413 0.2074
H -1.043 -1.210 0.980 0.1950
H -1.161 -1.847 -0.678 0.2063
H -2.115 0.353 -1.440 0.2008
H -2.644 0.549 0.246 0.2019
H -0.427 1.532 0.846 0.1937
H -0.301 1.976 -0.874 0.2070

=====

[9]
16
Properties=species:S:1:pos:R:3:nbo_charge:R:1 method="wB97M-V/def2-TZVPD" smiles="C=CC.CC=O"
C 2.033 0.441 -0.174 -0.4047
C 2.599 0.696 0.990 -0.1708
C 3.944 0.164 1.432 -0.6444
H 1.059 0.818 -0.473 0.2035
H 2.494 -0.037 -1.035 0.1905
H 2.094 1.193 1.814 0.1892
H 4.591 0.978 1.745 0.2142
H 3.851 -0.521 2.282 0.2133
H 4.341 -0.435 0.607 0.2085
C -3.418 -0.669 0.261 -0.7367
C -3.123 -0.225 -1.138 0.4313
O -2.033 -0.233 -1.662 -0.5182
H -2.732 -1.529 0.240 0.2508
H -4.434 -1.058 0.310 0.2208
H -3.209 -0.106 1.165 0.2485
H -3.965 -0.292 -1.826 0.1043

=====

[10]
The following is a DFT calculation (ωB97M-V with the def2-TZVPD basis set) of the molecule C5H10O.

```
16
Properties=species:S:1:pos:R:3:nbo_charge:R:1
C -1.309 1.187 -0.418 -0.6044
C -0.204 0.141 -0.578 -0.2485
C 1.165 0.742 -0.257 -0.6151
C 1.510 -2.158 0.952 0.1207
O 0.481 -2.083 0.164 -0.4734
C -0.531 -1.058 0.305 -0.0740
H -1.122 2.049 -1.066 0.2187
H -2.296 0.782 -0.672 0.2113
H -1.349 1.552 0.616 0.2047
H -0.194 -0.213 -1.618 0.2080
H 1.409 1.533 -0.974 0.2186
H 1.174 1.185 0.747 0.2046
H 1.361 -1.361 1.741 0.0326
H 1.966 -0.004 -0.310 0.2192
H -1.474 -1.524 0.005 0.1987
H -0.583 -0.771 1.364 0.1784
```

=====

[11]
16
Properties=species:S:1:pos:R:3:nbo_charge:R:1 method="wB97M-V/def2-TZVPD" smiles="C=CC.C=CO"
C 1.997 -0.459 -1.276 -0.4139
C 1.616 0.367 -2.233 -0.1608
C 0.871 0.191 -3.503 -0.6571
H 2.629 -0.047 -0.497 0.1947
H 1.991 -1.542 -1.287 0.1961
H 1.964 1.400 -2.192 0.1845
H 1.421 0.667 -4.329 0.2196
H 0.600 -0.830 -3.770 0.2131
H -0.038 0.798 -3.600 0.2238
C -0.944 -0.347 3.096 -0.4568
C -2.134 0.233 3.012 0.1192
O -3.206 -0.333 3.700 -0.7360
H -0.096 0.120 2.611 0.2014
H -0.767 -1.347 3.464 0.2140
H -2.495 0.970 2.307 0.1770
H -3.408 0.159 4.498 0.4812

=====

[12]
16
Properties=species:S:1:pos:R:3:nbo_charge:R:1 method="wB97M-V/def2-TZVPD" smiles=COCC1CC1
C -1.550 -0.052 -2.083 -0.2454
O -0.536 -0.395 -1.180 -0.5393
C -0.812 -0.103 0.172 -0.0585
C 0.438 -0.449 0.977 -0.2514
C 1.264 0.535 1.770 -0.4139
C 1.819 -0.050 0.511 -0.4052
H -1.819 1.014 -2.020 0.1613
H -1.154 -0.252 -3.082 0.1932
H -2.466 -0.647 -1.945 0.1621
H -1.134 0.949 0.279 0.1615
H -1.663 -0.715 0.525 0.1689
H 0.381 -1.457 1.381 0.2114
H 1.695 0.216 2.716 0.2135
H 1.005 1.590 1.743 0.2110
H 1.912 0.597 -0.355 0.2182
H 2.621 -0.782 0.593 0.2128

=====

[13]
16
Properties=species:S:1:pos:R:3:nbo_charge:R:1 method="wB97M-V/def2-TZVPD" smiles="C=C(C)O.C=C"
C -1.947 -0.259 -0.577 -0.5585
C -1.195 -0.070 0.508 0.3520
C -0.660 1.248 0.964 -0.6645
O -0.811 -1.071 1.352 -0.6852
H -2.335 -1.237 -0.849 0.1939
H -2.202 0.574 -1.220 0.2121
H 0.431 1.196 1.026 0.2328
H -1.043 1.487 1.961 0.2245
H -0.941 2.043 0.271 0.2205
H -1.146 -1.908 1.005 0.4771
C 2.418 0.000 -0.376 -0.4056
C 1.541 -0.672 -1.111 -0.3754
H 2.875 0.921 -0.730 0.1933
H 2.706 -0.336 0.618 0.1961
H 1.068 -1.578 -0.743 0.1920
H 1.240 -0.336 -2.100 0.1948

=====

[14]
16
Properties=species:S:1:pos:R:3:nbo_charge:R:1 method="wB97M-V/def2-TZVPD" smiles="C/C=C/[C@H](C)O"
C -2.261 -0.888 0.624 -0.6451
C -1.015 -0.404 -0.060 -0.1935
C -0.348 0.698 0.286 -0.2100
C 1.138 0.855 0.053 0.0546
C 1.716 0.397 -1.280 -0.6281
O 1.693 0.073 1.116 -0.7091
H -2.389 -0.387 1.590 0.2135
H -2.182 -1.964 0.822 0.2175
H -3.162 -0.732 0.025 0.2200
H -0.593 -1.055 -0.829 0.1948
H -0.757 1.352 1.057 0.2018
H 1.451 1.890 0.237 0.1799
H 1.441 -0.639 -1.503 0.2006
H 2.808 0.435 -1.211 0.2229
H 1.395 1.036 -2.109 0.2117
H 1.066 -0.664 1.181 0.4686

=====

[15]
16
Properties=species:S:1:pos:R:3:nbo_charge:R:1 method="wB97M-V/def2-TZVPD" smiles="C=C(CC)CO"
C 0.144 1.701 -0.144 -0.4259
C -0.314 0.419 -0.096 -0.0209
C 0.545 -0.821 -0.074 -0.4400
C 2.065 -0.640 0.004 -0.6130
C -1.716 0.291 0.092 -0.0931
O -2.037 -1.091 -0.122 -0.7282
H -0.450 2.599 0.051 0.1965
H 1.219 1.918 -0.226 0.1951
H 0.094 -1.412 0.796 0.2281
H 0.337 -1.576 -0.948 0.2321
H 2.463 -0.343 -0.949 0.2109
H 2.390 0.144 0.785 0.2072
H 2.458 -1.674 0.380 0.2161
H -1.925 0.561 1.258 0.1666
H -2.294 1.114 -0.554 0.1925
H -2.979 -1.190 -0.252 0.4761

=====

[16]
The following is a DFT calculation (ωB97M-V with the def2-TZVPD basis set) of a structure of composition C5H10O.

```
16
Properties=species:S:1:pos:R:3:nbo_charge:R:1
C 0.726 -1.387 1.274 -0.6096
C -0.442 -0.915 0.439 -0.2157
C -1.271 0.274 0.908 -0.4039
C -0.404 0.373 -0.291 -0.4222
C 0.639 1.217 -0.729 -0.0562
O -0.026 1.285 -2.445 -0.8632
H 1.477 -1.893 0.654 0.2034
H 1.219 -0.541 1.768 0.2020
H 0.404 -2.094 2.048 0.2104
H -1.001 -1.720 -0.039 0.2033
H -2.350 0.240 0.768 0.2097
H -0.964 0.741 1.844 0.2005
H -0.701 0.653 -1.705 0.4613
H 0.604 2.290 -0.548 0.2114
H 1.637 0.832 -0.944 0.1958
H 0.450 0.645 -3.003 0.4730
```

=====

[17]
16
Properties=species:S:1:pos:R:3:nbo_charge:R:1 method="wB97M-V/def2-TZVPD" smiles=COC1(C)CC1
C 1.913 -0.382 0.512 -0.2665
O 1.182 0.736 0.090 -0.5101
C -0.148 0.400 -0.104 0.3036
C -0.980 1.687 -0.153 -0.6278
C -0.601 -0.714 -0.966 -0.4689
C -0.713 -1.024 0.499 -0.5115
H 1.198 -0.948 1.132 0.1959
H 2.203 -1.012 -0.341 0.1577
H 2.799 -0.040 1.048 0.1913
H -1.927 1.538 0.363 0.2156
H -0.453 2.527 0.316 0.2313
H -1.216 1.995 -1.185 0.2127
H -1.521 -0.573 -1.511 0.2127
H 0.173 -1.263 -1.494 0.2206
H -0.259 -1.998 0.762 0.2287
H -1.648 -0.929 1.033 0.2145

=====

[18]
16
Properties=species:S:1:pos:R:3:nbo_charge:R:1 method="wB97M-V/def2-TZVPD" smiles=CC[C@H]1O[C@H]1C
C 2.071 0.587 -0.747 -0.6055
C 0.759 0.907 -0.029 -0.4285
C 0.247 -0.232 0.826 0.0639
O -0.818 0.092 1.713 -0.4980
C -1.062 -0.898 0.724 0.0644
C -2.112 -0.610 -0.315 -0.6371
H 2.824 0.217 -0.041 0.2035
H 2.481 1.486 -1.219 0.2140
H 1.940 -0.171 -1.527 0.2045
H 0.920 1.751 0.654 0.2160
H -0.001 1.234 -0.746 0.2051
H 1.044 -0.818 1.296 0.1727
H -1.124 -1.906 1.144 0.1748
H -1.980 0.372 -0.775 0.2137
H -3.108 -0.636 0.142 0.2214
H -2.081 -1.375 -1.098 0.2152

=====

[19]
16
Properties=species:S:1:pos:R:3:nbo_charge:R:1 method="wB97M-V/def2-TZVPD" smiles="CCC(=O)CC"
C 2.518 0.150 0.182 -0.6029
C 1.246 0.098 -0.657 -0.5073
C 0.021 -0.326 0.139 0.6038
O 0.126 -0.948 1.174 -0.5508
C -1.343 0.027 -0.439 -0.5080
C -2.458 -0.053 0.597 -0.6050
H 3.374 0.437 -0.436 0.2084
H 2.421 0.881 0.991 0.2103
H 2.722 -0.821 0.639 0.2237
H 1.359 -0.633 -1.472 0.2288
H 1.051 1.060 -1.145 0.2126
H -1.532 -0.676 -1.264 0.2283
H -1.297 1.020 -0.903 0.2138
H -2.334 0.724 1.358 0.2095
H -3.439 0.078 0.130 0.2084
H -2.435 -1.018 1.108 0.2262

=====

[20]
16
Properties=species:S:1:pos:R:3:nbo_charge:R:1 method="wB97M-V/def2-TZVPD" smiles="C=C=O.CCC"
C 2.414 -0.306 0.585 -0.8053
C 2.025 -1.297 -0.173 0.7265
O 1.781 -2.283 -0.736 -0.4684
H 2.266 0.751 0.408 0.2742
H 3.411 -0.762 0.745 0.2735
C -1.264 -0.842 -0.556 -0.6105
C -0.515 0.448 -0.244 -0.4089
C -1.338 1.489 0.503 -0.6010
H -2.149 -0.655 -1.174 0.2024
H -1.592 -1.323 0.373 0.2023
H -0.622 -1.553 -1.087 0.2137
H -0.097 0.878 -1.166 0.1898
H 0.319 0.196 0.409 0.2031
H -0.738 2.380 0.722 0.2051
H -2.217 1.801 -0.069 0.2013
H -1.682 1.078 1.460 0.2021

=====

For each record above, in turn, the calculated maximum force values are 0.74, 0.61, 0.31, 0.32, 0.40, 0.35, 0.37, 0.41, 1.44, 0.44, 1.54, 0.32, 0.34, 0.54, 4.35, 0.36, 1.28, 0.29, 0.45, 1.66 eV/A.
For each record above, in turn, the calculated energy above the lowest of the compared OMol25 structures with the same formula, charge and spin values are 74.8, 84.0, 27.3, 27.7, 22.6, 27.0, 61.4, 25.2, 44.8, 74.1, 58.4, 38.6, 37.4, 25.0, 48.1, 103.3, 57.8, 26.5, 0.8, 41.2 kcal/mol.
For each record above, in turn, the calculated HOMO-LUMO gap values are 9.5124, 8.9710, 10.7355, 10.6410, 10.8147, 9.5655, 9.8890, 10.9807, 10.4359, 9.3925, 10.5768, 10.9122, 9.7945, 10.5934, 9.5757, 9.0100, 10.0444, 11.1401, 10.5148, 10.3983 eV.